i | A cluster of 2 separate species, C4H13N3 in total. Source: the OMol25 dataset; level of theory: the ωB97M-V functional and the def2-TZVPD basis.

XYZ file:
```
20
Properties=species:S:1:pos:R:3
C 1.91 -0.36 -1.39
C -2.24 1.18 2.55
C -0.98 1.58 1.88
C -0.29 0.86 0.80
N 2.23 -0.70 -2.66
N 0.85 -0.83 -0.73
N 0.14 -1.94 -1.33
H 2.28 0.53 -0.81
H -3.08 1.88 2.46
H -2.83 0.43 2.11
H -2.12 1.37 3.58
H -0.54 2.47 2.38
H -0.87 0.16 0.15
H 0.54 0.49 1.37
H 0.02 1.56 0.15
H 3.12 -0.44 -3.01
H 2.06 -1.66 -2.91
H -0.86 -1.88 -1.04
H 0.62 -2.90 -1.14
H 0.03 -1.79 -2.40
```

Its LUMO energy is -9.4 eV. Its total charge is +2. The HOMO energy is -0.6680 Eh. The value obtained for the orbital gap is 8.83 eV.

=====

ii | A cluster of 2 separate species, C4H13N3 in total. Source: the OMol25 dataset; level of theory: the ωB97M-V functional and the def2-TZVPD basis.

XYZ file:
```
20
Properties=species:S:1:pos:R:3
C 0.60 -0.31 -0.85
C -0.41 0.55 -1.47
C -1.34 0.33 -0.36
C -1.00 0.68 0.94
N 0.04 1.61 1.42
N -2.69 0.13 -0.44
N 2.79 -2.41 0.03
H 0.24 -1.38 -0.84
H 1.64 -0.24 -0.58
H -0.66 0.20 -2.52
H 0.14 1.55 -1.68
H -1.50 0.37 1.85
H 0.19 2.43 0.77
H -0.38 2.18 2.17
H 1.03 1.26 1.57
H -3.14 0.47 -1.27
H -3.31 0.25 0.36
H 2.36 -1.78 0.72
H 3.25 -2.97 0.76
H 2.14 -2.91 -0.56
```

Its LUMO energy is -11.0 eV. Its total charge is +2. The HOMO energy is -0.6091 Eh. The value obtained for the orbital gap is 5.55 eV.

=====

Energies relative to the most stable structure, in hartree: i 0.0000; ii 0.0607.

=====

i | An isolated molecule of CH2O3S. Source: the OMol25 dataset; level of theory: the ωB97M-V functional and the def2-TZVPD basis.

XYZ file:
```
7
Properties=species:S:1:pos:R:3
C -0.43 0.11 0.16
O -0.07 -1.17 0.64
O 0.14 -0.02 -1.13
O 0.09 1.25 0.57
S 0.70 -1.56 -0.78
H -1.45 0.13 0.29
H 1.03 1.27 0.26
```

Its LUMO energy is -0.3 eV. The HOMO energy is -0.3164 Eh. The value obtained for the orbital gap is 8.34 eV.

=====

ii | A cluster of 2 separate species, CH2O3S in total. Source: the OMol25 dataset; level of theory: the ωB97M-V functional and the def2-TZVPD basis.

XYZ file:
```
7
Properties=species:S:1:pos:R:3
C -0.10 -0.24 0.20
O 1.62 1.36 -1.31
O -0.73 -0.02 -0.97
O -0.30 -1.20 1.06
S 1.03 0.03 -1.21
H -0.21 1.49 0.93
H -1.31 -1.42 1.30
```

Its LUMO energy (spin up / spin down) is -0.3 / -0.3 eV. The HOMO energy (spin up / spin down) is -0.3393 / -0.3393 Eh. The value obtained for the orbital gap (spin up / spin down) is 8.97 / 8.97 eV.

=====

iii | A cluster of 2 separate species, CH2O3S in total. Source: the OMol25 dataset; level of theory: the ωB97M-V functional and the def2-TZVPD basis.

XYZ file:
```
7
Properties=species:S:1:pos:R:3
C 1.00 -0.37 -0.05
O 1.72 0.10 -1.08
O -0.49 0.85 0.20
O 0.31 -1.44 0.11
S 2.45 0.25 0.55
H -0.02 1.67 0.09
H -0.62 -1.12 -0.06
```

Its LUMO energy is -1.2 eV. The HOMO energy is -0.3686 Eh. The value obtained for the orbital gap is 8.88 eV.

=====

Energies relative to the most stable structure, in hartree: i 0.0000; ii 0.0942; iii 0.0417.

=====

i | An isolated molecule of C6H11NOS. Source: the OMol25 dataset; level of theory: the ωB97M-V functional and the def2-TZVPD basis.

XYZ file:
```
20
Properties=species:S:1:pos:R:3
C -2.08 -1.45 0.17
C -0.92 -0.87 0.89
C 0.00 -0.05 0.39
C 1.03 0.54 1.30
N 1.62 -0.36 2.12
O 1.33 1.71 1.32
C -0.01 0.41 -1.04
C 1.32 0.94 -1.55
S -1.33 1.72 -1.19
H -2.93 -0.76 0.21
H -2.39 -2.39 0.63
H -1.86 -1.63 -0.88
H -0.88 -1.11 1.95
H 1.40 -1.34 2.10
H 2.30 -0.03 2.79
H -0.36 -0.41 -1.68
H 1.60 1.83 -0.99
H 2.09 0.18 -1.42
H 1.25 1.20 -2.60
H -1.18 1.88 -2.51
```

Its LUMO energy is 0.7 eV. Its SMILES is C/C=C(/C(N)=O)[C@H](C)S. The HOMO energy is -0.3273 Eh. The value obtained for the orbital gap is 9.64 eV.

=====

ii | An isolated molecule of C6H11NOS. Source: the OMol25 dataset; level of theory: the ωB97M-V functional and the def2-TZVPD basis.

XYZ file:
```
20
Properties=species:S:1:pos:R:3
C -1.11 2.34 0.53
C -0.29 1.30 0.31
N 0.91 1.68 -0.21
C 2.02 1.17 -0.43
S 3.15 -0.21 -0.19
C 2.74 -1.86 0.48
O -0.40 -0.05 0.43
C -1.70 -0.70 0.39
C -2.29 -0.59 -1.02
H -2.07 2.20 0.86
H -0.74 3.38 0.37
H 2.79 1.67 -0.94
H 2.48 -1.84 1.50
H 1.92 -2.29 -0.17
H 3.63 -2.28 0.46
H -1.30 -1.74 0.75
H -2.49 -0.20 0.97
H -2.49 0.32 -1.45
H -1.59 -0.96 -1.65
H -3.15 -1.37 -0.99
```

Its LUMO energy is 0.7 eV. Its SMILES is C=C(/N=C\SC)OCC. The HOMO energy is -0.3002 Eh. The value obtained for the orbital gap is 8.90 eV.

=====

Energies relative to the most stable structure, in hartree: i 0.0000; ii 0.1422.

=====

i | An isolated molecule of C8H10O2S. Source: the OMol25 dataset; level of theory: the ωB97M-V functional and the def2-TZVPD basis.

XYZ file:
```
21
Properties=species:S:1:pos:R:3
O 0.20 -0.38 -2.73
C 0.73 -0.25 -1.56
C 1.17 1.15 -1.04
C 0.07 1.66 -0.14
C 0.23 0.91 1.19
S 1.50 -0.40 1.21
C 0.88 -1.20 -0.43
C -0.32 -1.88 0.05
C -1.53 -0.82 0.33
C -1.19 0.22 1.37
O -2.07 0.87 2.11
H 1.47 1.90 -1.83
H 2.16 1.12 -0.34
H 0.52 2.53 0.52
H -1.05 1.81 -0.38
H 0.61 1.46 1.94
H 1.74 -1.93 -0.78
H -0.10 -2.32 1.07
H -0.57 -2.82 -0.62
H -2.51 -1.19 0.78
H -1.94 -0.43 -0.72
```

Its LUMO energy is 0.1 eV. Its SMILES is O=C1CC[C@@H]2S[C@H]1CCC2=O. The HOMO energy is -0.3238 Eh. The value obtained for the orbital gap is 8.94 eV.

=====

ii | A cluster of 2 separate species, C8H10O2S in total. Source: the OMol25 dataset; level of theory: the ωB97M-V functional and the def2-TZVPD basis.

XYZ file:
```
21
Properties=species:S:1:pos:R:3
O 0.59 2.02 0.94
C -0.58 2.05 0.15
C -0.89 0.77 -0.48
O -2.26 0.50 -0.39
C 0.00 -0.16 -0.89
C -0.36 -1.39 -1.53
C 0.64 -2.17 -1.90
S 2.22 -1.60 -1.44
C 1.49 0.03 -0.86
H 0.50 1.39 1.64
H -0.31 2.90 -0.61
H -1.52 2.40 0.73
H -2.31 -0.40 -0.68
H -1.42 -1.57 -1.72
H 0.68 -3.21 -2.11
H 1.64 0.82 -1.54
H 1.81 0.07 0.17
C -0.29 -0.26 3.06
C 0.30 -0.85 2.19
H -0.78 -0.04 3.96
H 0.85 -1.30 1.31
```

Its LUMO energy is 0.7 eV. Its SMILES is OC/C(O)=C1/C=CSC1.C#C. The HOMO energy is -0.2743 Eh. The value obtained for the orbital gap is 8.13 eV.

=====

Energies relative to the most stable structure, in hartree: i 0.0000; ii 0.0024.

=====

i | An isolated molecule of C3H6N4O3. Source: the OMol25 dataset; level of theory: the ωB97M-V functional and the def2-TZVPD basis.

XYZ file:
```
16
Properties=species:S:1:pos:R:3
N -1.42 0.94 0.78
C -1.69 -0.16 -0.10
N -3.02 -0.34 -0.49
N -0.78 -1.04 -0.48
N 0.47 -0.85 0.13
C 1.32 0.16 -0.21
O 1.01 1.24 -0.49
C 2.82 -0.33 -0.04
O 3.14 -1.40 0.34
O 3.61 0.73 -0.33
H -0.60 1.19 0.77
H -2.21 1.56 0.95
H -2.97 -1.27 -0.84
H -3.78 -0.25 0.15
H 1.07 -1.70 0.38
H 3.03 1.53 -0.53
```

Its LUMO energy is 0.6 eV. Its SMILES is NC(N)=NNC(=O)C(=O)O. The HOMO energy is -0.3289 Eh. The value obtained for the orbital gap is 9.51 eV.

=====

ii | An isolated molecule of C3H6N4O3. Source: the OMol25 dataset; level of theory: the ωB97M-V functional and the def2-TZVPD basis.

XYZ file:
```
16
Properties=species:S:1:pos:R:3
N 1.43 0.66 1.08
C 1.63 -0.19 -0.03
N 2.96 -0.12 -0.56
N 0.82 -1.04 -0.52
N -0.46 -0.96 0.00
C -1.25 0.12 -0.28
O -0.83 1.24 -0.54
C -2.76 -0.24 -0.06
O -3.14 -1.32 0.37
O -3.56 0.78 -0.27
H 0.47 0.65 1.40
H 1.82 1.56 0.86
H 3.13 -1.03 -0.91
H 3.67 0.22 0.03
H -0.89 -1.90 0.02
H -3.03 1.59 -0.59
```

Its LUMO energy is 0.2 eV. Its SMILES is NC(N)=NNC(=O)C(=O)O. The HOMO energy is -0.3392 Eh. The value obtained for the orbital gap is 9.46 eV.

=====

Energies relative to the most stable structure, in hartree: i 0.0430; ii 0.0000.

=====

i | A cluster of 2 separate species, C4H8OS2 in total. Source: the OMol25 dataset; level of theory: the ωB97M-V functional and the def2-TZVPD basis.

XYZ file:
```
15
Properties=species:S:1:pos:R:3
C 0.15 1.16 -0.34
C 1.57 0.69 -0.87
C 0.15 -1.38 0.10
C -0.72 -0.19 -0.62
H 0.92 0.84 1.16
H -0.18 2.14 -0.86
H 2.55 1.41 -0.90
H 1.36 0.20 -1.93
H 0.21 -2.29 -0.41
H -0.31 -1.71 1.11
H -0.71 -0.43 -1.64
H -2.18 -0.66 1.88
O 0.27 1.59 1.06
S 1.77 -0.75 0.28
S -2.45 -0.12 -0.06
```

Its LUMO energy is -1.1 eV. The HOMO energy is -0.3299 Eh. The value obtained for the orbital gap is 7.90 eV.

=====

ii | An isolated molecule of C4H8OS2. Source: the OMol25 dataset; level of theory: the ωB97M-V functional and the def2-TZVPD basis.

XYZ file:
```
15
Properties=species:S:1:pos:R:3
C -2.92 0.27 0.14
S -1.62 -0.93 0.07
C -0.12 -0.06 -0.06
S 0.09 1.55 -0.18
C 0.97 -1.08 -0.19
C 2.38 -0.56 -0.41
O 2.82 0.08 0.73
H -2.78 0.86 1.08
H -3.88 -0.20 0.15
H -2.90 1.01 -0.70
H 0.69 -1.70 -1.05
H 0.94 -1.67 0.74
H 3.11 -1.39 -0.62
H 2.44 0.08 -1.28
H 2.53 0.98 0.70
```

Its LUMO energy is -0.1 eV. Its SMILES is CSC(=S)CCO. The HOMO energy is -0.3264 Eh. The value obtained for the orbital gap is 8.77 eV.

=====

Energies relative to the most stable structure, in hartree: i 0.1336; ii 0.0000.